# C40H57F6N3OP3S3Si2Ti

C40H57F6N3OP3S3Si2Ti as an isolated structure (wB97M-V/def2-TZVPD, the Open Molecules 2025 dataset).

Last column: Mulliken spin population.
Element x y z (Å)
1 C 2.99 -2.50 3.36  0.0041
2 H -3.27 -3.74 -2.15  0.0004
3 H -3.21 3.50 1.12  -0.0004
4 S -2.63 -0.87 -1.49  0.0016
5 C 2.85 3.37 0.17  0.0005
6 H 5.59 -0.87 2.68  -0.0001
7 H -3.38 -2.15 3.10  0.0028
8 H -0.64 -2.08 -5.33  0.0000
9 Si -3.35 0.11 2.06  0.0048
10 H -2.83 -0.56 -3.80  -0.0004
11 H -5.58 0.22 0.98  0.0001
12 H -0.96 1.63 3.59  0.0063
13 C -2.59 3.30 -2.68  -0.0004
14 F -0.38 -4.12 -1.52  0.0002
15 F -0.67 -3.59 0.68  0.0027
16 C 4.71 -0.25 2.49  -0.0007
17 H 4.46 0.24 3.44  -0.0001
18 H 1.41 1.64 5.04  -0.0002
19 C 0.28 0.88 -0.11  -0.0345
20 C -1.80 2.56 -1.81  -0.0011
21 H -4.60 -1.57 -0.43  0.0014
22 C 0.25 0.37 6.36  -0.0003
23 C 0.12 5.15 2.45  -0.0011
24 H -0.55 1.11 6.30  0.0003
25 C -0.65 2.62 3.28  -0.0070
26 C 3.28 3.71 2.89  -0.0005
27 C -3.54 0.79 3.80  0.0011
28 P 0.60 -4.08 -0.25  0.0079
29 H 4.50 -3.29 0.83  0.0004
30 C 2.57 -0.36 -2.06  0.0258
31 H -5.05 1.83 1.42  -0.0001
32 H -5.55 -3.90 -0.11  0.0000
33 H 3.07 -1.37 -3.88  -0.0001
34 H -4.41 1.08 -0.03  0.0003
35 Ti -0.20 -0.98 0.78  1.0077
36 H -4.54 0.55 4.17  0.0000
37 H 0.69 0.38 7.35  -0.0001
38 C 3.57 4.74 2.00  0.0001
39 H 2.06 -3.05 3.27  -0.0031
40 H 1.54 -0.69 -2.06  -0.0106
41 C -0.34 3.60 4.22  -0.0012
42 Si 3.34 -1.39 1.89  0.0158
43 C -2.03 2.61 -0.44  0.0090
44 C 4.34 0.86 -1.00  -0.0025
45 C -0.02 -1.15 4.32  0.0037
46 C -3.78 -3.40 -1.25  0.0005
47 C -3.61 4.09 -2.19  -0.0003
48 C 4.05 -2.37 0.46  -0.0011
49 H -0.17 -1.74 -2.87  0.0007
50 H -0.43 3.37 5.28  -0.0002
51 C -3.04 3.43 0.05  -0.0008
52 H 2.59 1.69 3.09  -0.0008
53 P -1.00 1.63 0.69  -0.0121
54 C -2.21 -1.24 -3.21  0.0007
55 H 5.00 0.53 1.78  0.0003
56 H 4.83 -1.80 -0.06  0.0000
57 C 2.78 2.51 2.40  -0.0032
58 C -4.71 0.88 1.00  -0.0019
59 H -4.74 -1.66 -2.19  -0.0001
60 H 0.27 5.63 4.54  0.0001
61 C 0.04 4.86 3.81  0.0014
62 C -3.72 -1.73 2.16  0.0171
63 C 3.35 4.57 0.64  -0.0012
64 H -0.98 1.95 -2.17  0.0010
65 H -2.39 3.26 -3.75  0.0001
66 H 4.71 1.48 -0.19  0.0001
67 N 1.89 -0.48 1.44  -0.0147
68 H 3.29 -2.65 -0.27  0.0008
69 H -5.76 -4.08 -1.86  0.0000
70 C 4.75 -0.31 -3.06  0.0002
71 C 5.21 0.49 -2.02  -0.0003
72 H 6.24 0.82 -2.00  0.0000
73 F 1.55 -3.89 1.03  0.0002
74 H -0.14 4.42 0.46  0.0006
75 H -0.91 -0.34 -5.51  0.0000
76 H 2.26 0.17 5.56  0.0001
77 H 5.43 -0.61 -3.85  0.0001
78 H 2.98 -1.93 4.29  -0.0005
79 S -0.45 -1.28 6.02  0.0020
80 P 1.89 0.77 0.38  0.0105
81 C -5.05 -4.21 -1.03  0.0000
82 C 3.02 0.43 -1.01  -0.0120
83 C -3.83 4.16 -0.82  -0.0002
84 N 0.78 -0.12 4.10  0.0072
85 F 0.85 -2.40 -0.57  -0.0008
86 H -2.49 -2.27 -3.44  -0.0003
87 H 3.96 5.68 2.38  0.0001
88 H -3.08 -3.57 -0.43  -0.0004
89 H -3.43 1.88 3.84  0.0000
90 F 0.32 -5.60 0.10  0.0000
91 N -1.77 0.41 1.42  -0.0061
92 H 2.69 3.23 -0.89  0.0011
93 H -4.82 -5.27 -0.95  0.0000
94 H 0.42 6.14 2.13  -0.0001
95 C -0.73 -1.00 -3.44  -0.0007
96 H -2.82 0.34 4.48  -0.0006
97 C 2.58 2.32 1.05  0.0023
98 H -0.44 -0.02 -3.05  0.0029
99 H -4.80 -1.87 2.09  0.0004
100 H -3.24 -2.30 1.36  -0.0013
101 C -4.10 -1.91 -1.34  -0.0021
102 C -0.19 4.18 1.51  0.0015
103 H -4.22 4.67 -2.87  0.0000
104 H -4.62 4.80 -0.43  0.0000
105 H 3.44 3.84 3.95  0.0001
106 C -0.58 2.91 1.92  0.0051
107 S -0.58 -2.22 3.18  -0.0152
108 C 1.29 0.58 5.27  0.0001
109 H 3.58 5.37 -0.05  0.0000
110 H 0.69 -0.95 -5.08  0.0000
111 C 3.43 -0.73 -3.08  0.0005
112 F 1.85 -4.40 -1.18  0.0002
113 H 1.23 -0.06 3.17  -0.0033
114 H 3.80 -3.23 3.44  0.0003
115 C -0.38 -1.10 -4.92  -0.0001
116 O -1.58 -1.59 -0.67  -0.0100

Its gap between HOMO and LUMO (spin up / spin down) is 0.290 / 0.304 hartree. The total energy comes out at -164484.62437 eV. As for the net charge: 0. The energy above the lowest of the compared OMol25 structures with the same formula, charge and spin comes out at 0.0 kcal per mole. The spin multiplicity is 2. The value obtained for the LUMO energy (spin up / spin down) is 0.36 / 0.36 eV.